# 1
Molecular formula: C6H15N2O
Method: DFT, wB97M-V/def2-TZVPD

For the energy above the lowest of the compared OMol25 structures with the same formula, charge and spin, the calculation gives 78.7 kcal per mole. The value obtained for the energy is -421.9942 Ha. The highest occupied orbital energy is -0.489 Eh. Its largest force on an atom is 0.104 Eh/bohr.

Structure (ORCA input):
```
! wB97M-V def2-TZVPD RIJCOSX def2/J DEFGRID3
* xyz 1 1
C -1.572 1.736 -0.939
C -0.439 1.023 -0.287
C 0.702 -0.636 -1.831
C -2.085 -1.038 0.859
C 2.548 0.391 1.116
C 0.869 0.338 -0.648
N -1.105 0.015 1.154
N 1.466 -0.258 0.613
O -0.636 2.218 0.091
H -1.407 2.231 -1.858
H -2.600 1.442 -0.718
H 0.564 0.117 -2.540
H -0.052 -1.367 -1.628
H 1.628 -1.050 -2.126
H -3.131 -0.533 0.655
H -1.797 -1.727 0.107
H -2.107 -1.693 1.799
H 3.093 -0.305 1.809
H 3.273 0.791 0.316
H 2.224 1.327 1.687
H 1.614 1.107 -0.877
H -1.311 0.594 1.909
H 1.535 -1.261 0.478
H -0.116 -0.281 1.266
*
```

***

# 2
Molecular formula: C6H15N2O2
Method: DFT, wB97M-V/def2-TZVPD

Its structure (SMILES) is CN[C@@](C)([NH2+]C)C(=O)OC. For the energy above the lowest of the compared OMol25 structures with the same formula, charge and spin, the calculation gives 75.1 kcal per mole. The value obtained for the energy is -497.3088 Ha. The highest occupied orbital energy is -0.480 Eh. Its largest force on an atom is 0.112 Eh/bohr.

Structure (ORCA input):
```
! wB97M-V def2-TZVPD RIJCOSX def2/J DEFGRID3
* xyz 1 1
C -0.739 -0.727 0.843
C 1.702 -1.273 -0.440
C -0.932 1.062 -1.817
C 1.311 2.306 0.217
C -2.514 -2.031 1.427
C 0.676 -0.204 -0.254
N 0.304 0.262 -1.489
N 1.285 0.876 0.656
O -0.716 -0.085 1.906
O -1.516 -1.637 0.445
H 1.213 -2.262 -0.724
H 2.435 -0.915 -1.243
H 2.156 -1.586 0.525
H -1.916 0.528 -1.863
H -1.166 1.697 -1.012
H -0.876 1.584 -2.806
H 1.797 2.435 -0.790
H 0.343 2.732 0.214
H 1.823 2.801 1.115
H -3.002 -2.932 1.087
H -3.203 -1.231 1.584
H -1.993 -2.311 2.386
H 0.469 -0.417 -2.315
H 0.804 0.665 1.602
H 2.253 0.663 0.744
*
```

***

# 3
Molecular formula: C6H15N2O3P
Method: DFT, wB97M-V/def2-TZVPD

For the energy above the lowest of the compared OMol25 structures with the same formula, charge and spin, the calculation gives 14.9 kcal per mole. The value obtained for the energy is -914.1264 Ha. The highest occupied orbital energy (alpha / beta) is -0.247 / -0.247 Eh. Its largest force on an atom is 0.117 Eh/bohr.

Structure (ORCA input):
```
! wB97M-V def2-TZVPD RIJCOSX def2/J DEFGRID3
* xyz 0 1
C 0.115 1.240 -0.950
C 0.332 -1.572 2.192
C -1.494 -2.280 0.456
C 0.132 2.630 -0.395
C 0.009 -2.056 0.728
C 0.392 -1.102 -0.417
N 0.119 0.220 -0.133
N -0.218 3.438 -1.567
O 2.685 -1.933 -1.739
O -0.286 0.970 -2.220
O 2.396 0.379 -1.454
P 2.456 -1.038 -0.602
H -0.319 -0.864 2.461
H 0.162 -2.540 2.679
H 1.391 -1.430 2.222
H -1.867 -1.349 0.286
H -1.712 -2.961 -0.443
H -1.851 -2.731 1.385
H 0.997 2.980 -0.007
H -0.524 2.882 0.418
H 0.360 -3.114 0.622
H 0.093 -1.318 -1.423
H 0.450 0.317 0.824
H 0.461 4.020 -1.933
H -1.087 3.856 -1.508
H -0.248 1.834 -2.565
H 2.129 0.031 -2.298
*
```

***

# 4
Molecular formula: C6H15N2P2
Method: DFT, wB97M-V/def2-TZVPD

Its structure (SMILES) is C=P[PH]1(C)CC[C@@H](N)C1=[NH2+]. For the energy above the lowest of the compared OMol25 structures with the same formula, charge and spin, the calculation gives 24.1 kcal per mole. The value obtained for the energy is -1029.4530 Ha. The highest occupied orbital energy is -0.452 Eh. Its largest force on an atom is 0.080 Eh/bohr.

Structure (ORCA input):
```
! wB97M-V def2-TZVPD RIJCOSX def2/J DEFGRID3
* xyz 1 1
C -0.985 -1.991 -0.459
C -3.706 0.061 1.190
C 1.237 1.311 -0.987
C 0.054 0.659 -1.627
C 1.853 0.209 -0.074
C 0.690 -0.087 0.763
N 0.911 -0.025 2.020
N 3.045 0.527 0.667
P -1.183 -0.173 -0.531
P -2.853 1.172 0.244
H -0.062 -2.143 -0.833
H -1.755 -2.531 -1.037
H -4.724 0.144 1.606
H -3.377 -1.025 1.299
H 1.924 1.650 -1.680
H 1.081 2.201 -0.354
H 0.550 -0.059 -2.195
H -0.337 1.366 -2.344
H 2.055 -0.628 -0.802
H -2.389 -0.250 -1.567
H 0.253 -0.193 2.764
H 1.851 0.017 2.480
H 3.001 1.557 0.852
H 3.862 0.354 -0.021
H -0.998 -2.125 0.627
*
```

***

- Among the records above, which one has the highest energy?
  C6H15N2O